137
Properties=species:S:1:pos:R:3:forces:R:3:mulliken_charge:R:1 method="wB97M-V/def2-TZVPD" e_above_lowest_kcal_mol=189.3 homo_energy_ev="-6.3 / -6.3" homo_lumo_gap_ev="6.04 / 6.00" fmax_ev_per_a=3.2 total_energy_ev=-104777.568 spin_multiplicity=6
Mn -23.49292 -11.43768 -0.83945 -0.07 -3.11 0.53 1.702
O -22.61260 -13.86011 -1.84405 -0.50 2.11 0.62 -0.817
C -23.21271 -14.92526 -1.21183 0.05 -0.06 1.00 -0.352
C -23.50060 -14.79059 0.37503 -0.43 2.17 -0.83 -0.256
O -24.23613 -13.59817 0.68673 0.75 0.71 -1.03 -0.905
H -22.59827 -15.79899 -1.42894 0.67 -0.50 0.60 0.263
H -24.13433 -15.25169 -1.69368 -0.94 0.43 -0.03 0.179
H -22.58442 -14.78216 0.96550 0.77 0.08 -0.26 0.150
H -24.04468 -15.62877 0.81037 -0.47 -0.49 -0.56 0.228
C -19.28262 -11.54785 -6.89095 0.33 -1.10 -0.61 -0.680
O -19.56476 -10.55639 -7.83018 -0.28 1.62 -0.51 -0.267
C -18.73738 -10.53554 -8.97745 0.61 0.80 -0.58 -0.520
C -19.11564 -9.50053 -10.07299 -1.07 -0.44 1.13 -0.583
O -18.94893 -8.16224 -9.67456 -0.11 -0.28 1.21 -0.288
C -18.80015 -7.22856 -10.68347 0.06 0.66 -0.85 -0.782
H -20.04187 -11.57912 -6.10950 -0.07 0.19 -0.25 0.212
H -18.29958 -11.51502 -6.42122 0.25 0.62 0.05 0.302
H -19.27156 -12.48461 -7.44813 -0.24 -0.59 0.28 0.301
H -18.79711 -11.49067 -9.49923 0.16 -0.38 0.06 0.382
H -17.70060 -10.29850 -8.73869 0.27 -0.35 0.46 0.330
H -20.17377 -9.71556 -10.22209 -0.35 0.28 -0.58 0.301
H -18.56365 -9.68588 -10.99443 0.19 -0.33 0.02 0.401
H -18.85880 -6.21116 -10.29675 0.37 -0.17 0.54 0.258
H -19.58466 -7.20099 -11.43970 -0.35 -0.65 -0.17 0.321
H -17.84928 -7.37037 -11.19712 0.21 0.11 -0.16 0.313
C -26.75956 -11.99255 -2.75452 -0.14 0.41 0.01 -0.912
O -25.65741 -11.06358 -2.63012 -0.40 -0.16 0.95 -0.211
C -25.41556 -10.48568 -3.87738 0.95 0.33 -0.91 -0.490
C -24.53389 -9.27347 -3.84836 0.38 0.95 1.70 -0.828
O -23.32482 -9.48596 -3.07594 0.17 -0.68 0.00 -0.247
C -22.26448 -8.61216 -3.46855 -0.89 0.53 -1.19 -0.899
H -27.62802 -11.44146 -3.11532 -0.01 0.08 -0.41 0.378
H -27.10832 -12.38986 -1.80131 0.86 -0.08 0.14 0.302
H -26.47941 -12.77579 -3.45891 -0.11 -0.15 0.16 0.317
H -26.31935 -10.09179 -4.34225 -0.43 -0.38 -0.07 0.381
H -24.93182 -11.20241 -4.54100 -0.22 -0.39 -0.14 0.368
H -25.05482 -8.44605 -3.36659 -0.23 0.10 0.41 0.345
H -24.39153 -8.86885 -4.85041 0.61 -0.58 -0.31 0.476
H -21.32646 -8.62762 -2.91360 -0.50 -0.63 0.51 0.224
H -22.66149 -7.59710 -3.45723 0.17 0.31 0.19 0.362
H -22.04117 -8.82494 -4.51400 0.30 -0.05 -0.11 0.350
C -29.78567 -22.42299 0.82188 -0.70 0.46 0.19 -0.678
O -30.17239 -21.27994 0.08289 0.62 0.52 -0.34 -0.303
C -29.18859 -20.88871 -0.87531 -0.83 0.91 -0.10 -0.406
C -29.51706 -19.51990 -1.54743 0.87 -0.10 0.82 -0.564
O -29.37704 -18.38966 -0.65265 0.29 -0.26 0.14 -0.361
C -28.05773 -18.25316 -0.06610 -0.57 -0.85 0.16 -0.715
H -28.84546 -22.32763 1.36503 0.22 0.40 0.00 0.286
H -29.69877 -23.31905 0.20738 -0.22 -0.13 -0.19 0.286
H -30.59710 -22.49082 1.54652 0.17 -0.58 0.07 0.243
H -29.18324 -21.66795 -1.63745 0.55 -0.01 -0.26 0.347
H -28.23545 -20.75360 -0.36407 0.25 -0.49 -0.20 0.311
H -30.48170 -19.55102 -2.05398 -0.41 0.36 0.77 0.337
H -28.84309 -19.31137 -2.37832 0.56 -0.52 -0.09 0.373
H -27.24640 -18.31990 -0.79095 -0.09 0.32 -0.35 0.347
H -27.85149 -19.04190 0.65739 -0.20 -0.38 0.03 0.216
H -27.96206 -17.36574 0.55954 -0.48 0.38 -0.65 0.280
C -25.43355 -10.27736 9.39482 -0.32 -0.46 -0.46 -0.734
O -25.93201 -11.10861 8.30731 0.52 0.89 0.89 -0.321
C -24.83718 -11.50915 7.50519 0.57 -0.21 0.47 -0.550
C -25.22638 -12.34112 6.30581 -1.25 0.41 1.15 -0.476
O -25.81181 -13.56982 6.74401 0.20 1.20 -0.25 -0.339
C -25.76940 -14.48425 5.69848 0.48 -1.23 -0.30 -0.739
H -24.83138 -9.43576 9.05249 -0.12 0.19 -0.51 0.302
H -24.76502 -10.80904 10.07195 -0.08 -0.53 -0.01 0.308
H -26.26014 -9.88152 9.98486 -0.16 -0.23 -0.30 0.269
H -24.13405 -12.06999 8.12094 0.15 -0.29 0.17 0.334
H -24.29455 -10.61556 7.19672 0.11 0.21 -0.43 0.386
H -24.38086 -12.49826 5.63611 0.18 -0.09 0.07 0.404
H -25.99100 -11.75017 5.80160 -0.14 -0.07 -0.55 0.266
H -24.71983 -14.68850 5.48685 0.22 -0.43 -0.15 0.303
H -26.19044 -14.19909 4.73437 -0.42 0.60 0.09 0.321
H -26.26686 -15.40160 6.01331 0.08 0.04 0.08 0.268
C -23.68432 -21.28338 -5.83830 0.71 0.22 1.03 -0.625
O -23.38600 -20.90890 -4.48722 0.47 0.60 -0.11 -0.363
C -22.59708 -19.70651 -4.33182 -0.10 -0.23 0.99 -0.531
C -21.25690 -19.52565 -5.02377 -0.68 -0.61 -1.11 -0.559
O -20.41108 -20.60127 -4.83409 0.60 -1.69 0.26 -0.318
C -19.12461 -20.47923 -5.41370 -0.18 0.98 0.68 -0.730
H -24.18931 -20.44802 -6.32334 0.23 -0.02 -0.51 0.291
H -24.33990 -22.15407 -5.85300 -0.09 0.13 0.39 0.234
H -22.73117 -21.60743 -6.25613 -0.12 0.29 -0.79 0.230
H -22.40893 -19.62483 -3.26129 -0.22 -0.28 0.11 0.318
H -23.15211 -18.80563 -4.59345 -0.46 0.02 -0.22 0.375
H -20.78236 -18.60282 -4.69014 -0.19 0.35 0.11 0.494
H -21.49263 -19.45665 -6.08573 0.26 0.39 -0.51 0.327
H -18.48627 -21.32774 -5.16741 -0.45 -0.16 -0.01 0.251
H -18.68108 -19.59886 -4.94859 0.48 0.22 -0.08 0.307
H -19.12828 -20.29885 -6.48867 -0.27 -0.20 -0.22 0.298
C -16.16778 -19.01042 6.31532 -0.86 -0.27 -0.55 -0.539
O -15.76662 -19.09275 4.96299 0.19 -0.06 0.53 -0.399
C -15.50206 -17.89122 4.35997 -0.17 1.81 -1.31 -0.631
C -16.75281 -17.14245 3.81283 0.14 -0.86 0.40 -0.400
O -17.50091 -16.60637 4.90862 0.02 -0.04 -0.64 -0.312
C -18.74305 -16.12213 4.43265 -0.97 -0.67 1.50 -0.759
H -15.69655 -19.88914 6.75565 -0.34 0.31 0.67 0.246
H -17.25750 -19.03110 6.30160 -0.17 -0.51 0.51 0.162
H -15.96132 -18.04573 6.77884 0.70 -0.13 0.08 0.308
H -14.74360 -18.15340 3.62235 -0.34 0.47 -0.66 0.375
H -15.04983 -17.10371 4.96281 0.40 -0.35 0.88 0.341
H -17.36859 -17.87596 3.29237 -0.20 -0.02 -0.26 0.326
H -16.54310 -16.29847 3.15569 0.52 -0.16 -0.33 0.398
H -19.32510 -15.84541 5.31171 0.40 0.89 0.19 0.309
H -19.41236 -16.92966 4.13594 0.37 -0.41 -1.00 0.284
H -18.71413 -15.32262 3.69235 0.29 -0.04 -0.02 0.291
C -24.73647 -21.65675 5.88798 -0.89 -1.17 1.14 -0.702
O -25.13668 -20.38083 5.43371 1.19 -0.14 -0.58 -0.355
C -24.62362 -19.99919 4.16575 1.56 0.13 -0.41 -0.540
C -23.06138 -19.72502 4.04135 -0.64 -0.78 1.66 -0.526
O -22.31557 -20.90386 4.40642 -0.81 -0.40 -0.53 -0.307
C -20.94648 -20.69062 4.60029 0.25 0.86 -0.07 -0.745
H -23.71523 -21.86509 6.20697 0.29 0.89 -0.38 0.242
H -25.01269 -22.50450 5.26098 -0.03 0.27 -0.88 0.303
H -25.34107 -21.86446 6.77082 -0.11 0.35 0.22 0.302
H -25.12677 -19.06629 3.91150 0.02 0.00 -0.02 0.347
H -24.83922 -20.72862 3.38502 -0.35 -0.34 0.07 0.310
H -22.79673 -18.96408 4.77553 0.01 0.38 0.03 0.335
H -22.78836 -19.36738 3.04855 -0.17 -0.07 -0.22 0.435
H -20.43816 -20.41245 3.67708 0.02 0.14 -0.27 0.313
H -20.40091 -21.54942 4.99135 -0.62 -0.30 0.04 0.274
H -20.82661 -19.87107 5.30886 0.28 0.20 0.19 0.309
C -20.21624 -10.35393 0.23102 -0.47 0.64 0.29 -0.892
O -21.60365 -10.03878 0.54445 0.80 -0.50 -0.54 -0.205
C -21.77246 -8.94135 1.46857 -0.13 -1.55 -0.26 -0.686
C -23.19143 -9.12861 1.95787 -1.44 1.43 -1.11 -0.521
O -24.11153 -9.30258 0.80905 0.04 0.23 0.68 -0.290
C -25.49160 -9.17505 1.19551 -0.85 -1.20 0.12 -0.814
H -20.06332 -11.14296 -0.50530 -0.92 -0.26 0.13 0.286
H -19.73888 -10.66747 1.15941 0.32 0.26 -0.09 0.306
H -19.78096 -9.47315 -0.24106 0.36 0.21 0.42 0.327
H -21.45062 -7.99543 1.03295 -0.73 0.16 -0.46 0.380
H -21.13798 -9.01487 2.35182 0.28 -0.55 0.12 0.358
H -23.53374 -8.20449 2.42363 0.15 0.09 0.35 0.414
H -23.32289 -9.93803 2.67596 0.22 -0.27 -0.28 0.340
H -25.72362 -9.79576 2.06094 0.30 -0.30 0.10 0.328
H -26.14095 -9.54761 0.40327 0.48 -0.30 -0.34 0.218
H -25.98621 -8.23306 1.43238 1.24 0.93 -0.06 0.345